(1)
4
Properties=species:S:1:pos:R:3 method="wB97M-V/def2-TZVPD" e_homo_ev=-3.5 lumo_energy_ev=3.9 largest_force_ev_per_a=1.163 charge=-1
O 1.8247 -1.4853 -2.8168
H 1.5199 -2.4148 -2.9232
H 1.2551 -1.1175 -2.1037
I -0.0967 0.0831 0.1541

(2)
87
Properties=species:S:1:pos:R:3 method="wB97M-V/def2-TZVPD" e_homo_ev=-8.4 lumo_energy_ev=-2.7 largest_force_ev_per_a=2.159 charge=0
W -0.3535 0.3903 0.3932
O -2.9309 -5.2731 0.0090
C -2.0216 -5.3395 -0.9369
O -1.8910 -6.3124 -1.6341
C -1.1445 -4.1422 -1.1499
C -0.1106 -4.0984 -2.0845
Cl 0.4615 -5.3513 -3.0542
N 0.4432 -2.8588 -2.0406
N -0.1673 -2.1042 -1.1198
C -1.1179 -2.8552 -0.5639
C -1.8394 -2.2944 0.6212
O -2.6938 -2.9326 1.2053
O -1.4113 -1.1157 0.9461
C 1.6223 -2.4219 -2.6889
C 1.9257 -2.7936 -3.9923
C 3.1527 -2.4386 -4.5282
C 4.0651 -1.7092 -3.7821
C 3.7410 -1.3004 -2.4984
C 2.5163 -1.6482 -1.9586
H -2.9364 -4.4334 0.5442
H 1.2218 -3.3593 -4.5785
H 3.3960 -2.7442 -5.5347
H 5.0280 -1.4642 -4.2018
H 4.4370 -0.7281 -1.9009
H 2.2408 -1.3534 -0.9623
O 0.3542 0.5708 -1.3444
C 0.2855 0.7547 -2.6619
C 1.4457 1.0151 -3.4001
C 1.3999 1.1631 -4.7692
C 0.1902 1.0757 -5.4453
C -0.9728 0.8644 -4.7362
C -0.9538 0.7065 -3.3455
C -2.1731 0.4984 -2.5959
N -2.2407 0.1621 -1.3046
C -3.5732 -0.0195 -1.0223
C -4.3112 0.2334 -2.1389
N -3.4196 0.5581 -3.1226
H 2.3737 1.0998 -2.8602
H 2.3093 1.3572 -5.3134
H 0.1510 1.1909 -6.5175
H -1.9115 0.8257 -5.2701
H -3.9006 -0.3168 -0.0423
H -5.3694 0.2164 -2.3067
H -3.6496 0.8401 -4.0625
Cl 6.3552 1.7203 1.2845
C 4.8328 0.9434 1.2462
C 4.7557 -0.4330 1.4230
Cl 6.1758 -1.3385 1.7376
C 3.5216 -1.0801 1.3304
Cl 3.4030 -2.7839 1.4931
C 2.3733 -0.3381 1.0766
O 1.1482 -0.8499 0.8732
C 2.4384 1.0747 0.9501
O 1.2553 1.6633 0.7489
C 3.6802 1.7020 1.0213
Cl 3.7889 3.3975 0.8144
F 0.4934 2.9672 4.9022
C 0.7106 2.4840 3.6710
F -0.1940 3.0739 2.8580
F 1.9105 2.9325 3.2922
C 0.5795 0.9020 3.5939
O 1.1379 0.2456 4.4326
O -0.1650 0.5352 2.6283
N -1.9013 2.5633 7.6620
C -2.1917 2.3264 6.3504
C -2.7841 3.3260 5.5657
C -3.1223 3.0782 4.2534
C -2.8764 1.8259 3.7155
C -2.3238 0.8100 4.4790
C -1.9760 1.0599 5.7876
S -3.2964 1.4602 2.0465
O -3.5724 0.0583 1.9238
O -4.2953 2.3805 1.5670
N -1.9406 1.6692 1.0709
C -1.7230 2.8884 0.5382
S -2.4387 4.3769 1.0058
C -1.4288 5.1713 -0.1667
C -0.6609 4.2727 -0.8199
N -0.8288 2.9714 -0.4335
H -1.8529 3.5243 7.9588
H -1.2836 1.9222 8.1299
H -2.9671 4.2934 6.0082
H -3.5847 3.8320 3.6364
H -2.1749 -0.1587 4.0268
H -1.5264 0.2844 6.3873
H -1.4672 6.2355 -0.2821
H 0.0444 4.4950 -1.5995

(3)
21
Properties=species:S:1:pos:R:3 method="wB97M-V/def2-TZVPD" e_homo_ev=-14.6 lumo_energy_ev=-4.2 largest_force_ev_per_a=4.955 charge=+1
C 0.5422 -1.8136 -1.5074
N 0.4525 -1.0058 -0.5351
C 0.4070 0.1739 0.0014
N 1.3466 0.7006 0.7149
C 2.8014 0.2804 0.6197
C -0.9772 0.7602 0.0916
C -1.5498 0.3296 1.4165
C -1.9558 0.2278 -1.0280
H 0.6000 -1.3904 -2.6152
H 0.4176 -2.8521 -1.5795
H 1.2394 1.4704 1.2864
H 2.8796 -0.7828 0.3765
H 3.2547 0.3878 1.5627
H 3.3671 1.0707 -0.0043
H -1.0529 1.8365 -0.0520
H -2.6726 0.2704 1.3451
H -1.3257 0.8009 2.3372
H -1.2245 -0.6575 1.6190
H -2.4545 -0.6584 -0.7696
H -2.7459 0.8353 -1.4103
H -1.3493 0.0159 -1.8696

(4)
12
Properties=species:S:1:pos:R:3 method="wB97M-V/def2-TZVPD" e_homo_ev="-8.7 / -8.7" lumo_energy_ev="0.6 / -2.7" largest_force_ev_per_a=4.657 spin_multiplicity=2 charge=0
C 2.0192 2.0220 -0.4569
S 1.1658 1.1088 0.9031
H 2.7589 1.4040 -1.0277
H 2.3197 3.0613 -0.2378
H 1.2793 2.2385 -1.1259
N -0.9537 -0.9457 -0.3941
C -1.5364 -1.2322 0.8574
N -2.2798 -2.3661 0.9884
H -1.6363 -1.4900 -1.1355
H -0.1710 -0.2531 -0.2713
H -1.0405 -0.8023 1.7733
H -1.9253 -2.7451 0.1272